97
Properties=species:S:1:pos:R:3:lowdin_charge:R:1 method="wB97M-V/def2-TZVPD" homo_ev=-10.49 charge=+1 orbital_gap_ev=6.35 e_lumo_ev=-4.14
W 0.19 0.53 0.60 1.87
Cl -4.83 0.83 0.13 0.77
C -3.88 1.62 1.33 -0.55
C -4.51 2.49 2.25 -0.10
C -3.79 3.14 3.21 -0.59
Cl -4.60 4.19 4.32 0.74
C -2.39 2.96 3.31 -0.15
C -1.53 3.55 4.26 0.03
C -0.19 3.25 4.23 0.01
C 0.31 2.39 3.25 -0.07
N -0.47 1.83 2.35 0.01
C -1.80 2.10 2.38 -0.15
C -2.53 1.42 1.39 -0.34
O -1.82 0.65 0.57 -0.33
H -5.58 2.63 2.18 0.11
H -1.94 4.22 5.01 0.11
H 0.49 3.68 4.95 0.12
H 1.36 2.16 3.20 0.11
O 2.15 -0.48 4.57 -0.20
As 2.34 -1.02 2.92 0.97
O 3.88 -0.99 2.44 -0.39
O 1.34 0.14 2.10 -0.58
C 1.55 -2.77 2.89 -0.24
C 2.45 -3.72 3.36 -0.07
C 2.09 -5.06 3.42 -0.04
C 0.83 -5.46 2.99 -0.04
C -0.07 -4.52 2.50 -0.03
C 0.29 -3.18 2.45 -0.26
S -0.89 -2.04 1.79 0.55
O -2.07 -2.78 1.45 -0.26
O -1.00 -0.90 2.67 -0.29
O -0.18 -1.52 0.53 -0.49
H 3.00 -0.14 4.87 0.07
H 3.44 -3.42 3.67 0.11
H 2.79 -5.79 3.79 0.12
H 0.54 -6.50 3.03 0.12
H -1.05 -4.81 2.16 0.12
C 3.05 2.52 -1.81 -0.14
Si 3.25 1.27 -0.44 0.49
C 4.76 0.22 -0.69 -0.14
C 3.40 2.21 1.16 -0.16
N 1.80 0.14 -0.43 -0.26
C 2.08 -0.98 -1.28 -0.41
C 2.21 -0.84 -2.66 -0.10
C 2.56 -1.92 -3.45 -0.08
C 2.78 -3.17 -2.88 -0.08
C 2.69 -3.30 -1.50 -0.05
C 2.35 -2.22 -0.71 -0.03
H 4.02 3.00 -1.96 0.05
H 2.33 3.31 -1.57 0.03
H 2.76 2.08 -2.77 0.02
H 5.64 0.87 -0.71 0.05
H 4.74 -0.35 -1.61 0.04
H 4.88 -0.46 0.16 0.03
H 4.23 2.92 1.04 0.05
H 3.65 1.55 1.99 0.02
H 2.51 2.81 1.40 0.01
H 2.03 0.13 -3.12 0.09
H 2.66 -1.79 -4.52 0.11
H 3.05 -4.01 -3.50 0.11
H 2.90 -4.26 -1.04 0.11
H 2.32 -2.33 0.36 0.09
O 0.37 4.21 1.03 0.15
C -0.07 3.58 0.11 -0.47
O 0.35 2.28 -0.09 -0.30
C -1.02 4.07 -0.90 -0.14
C -0.98 3.59 -2.21 -0.04
C -1.86 4.09 -3.17 0.04
C -2.75 5.04 -2.76 -0.20
O -3.71 5.66 -3.50 0.05
C -4.37 6.58 -2.62 -0.10
O -3.77 6.45 -1.33 0.05
C -2.79 5.52 -1.45 -0.20
C -1.92 5.07 -0.50 0.09
H -0.24 2.85 -2.49 0.08
H -1.83 3.75 -4.20 0.13
H -5.43 6.32 -2.56 0.14
H -4.23 7.59 -2.99 0.14
H -1.92 5.45 0.51 0.14
N -2.62 -1.59 -1.44 0.19
C -1.40 -1.36 -1.89 -0.70
S -0.74 0.26 -1.84 0.84
N -0.67 -2.33 -2.42 0.11
C -1.03 -3.70 -2.56 -0.23
C -0.90 -4.28 -3.82 -0.01
C -1.21 -5.63 -3.97 -0.06
C -1.65 -6.37 -2.89 -0.07
C -1.76 -5.78 -1.64 -0.06
C -1.44 -4.44 -1.47 -0.02
H -3.09 -0.82 -0.98 0.05
H -2.99 -2.52 -1.35 0.12
H 0.26 -2.05 -2.74 0.10
H -0.58 -3.69 -4.66 0.12
H -1.12 -6.09 -4.95 0.11
H -1.90 -7.42 -3.02 0.11
H -2.09 -6.36 -0.79 0.11
H -1.50 -3.98 -0.48 0.09

---

89
Properties=species:S:1:pos:R:3:mulliken_spin:R:1 method="wB97M-V/def2-TZVPD" homo_ev="-5.58 / -5.58" orbital_gap_ev="4.30 / 4.30" spin_multiplicity=7 e_lumo_ev="-1.29 / -1.28"
Eu 0.64 -0.53 -1.03 6.05
O -2.76 -2.60 1.67 0.00
C -2.75 -1.68 2.66 0.00
C -3.16 -2.08 3.92 0.00
C -3.13 -1.19 4.98 0.00
C -2.67 0.11 4.80 0.00
C -2.28 0.53 3.55 0.00
C -2.34 -0.34 2.45 0.00
C -1.98 0.10 1.09 0.00
O -1.54 -0.73 0.22 0.00
N -2.19 1.40 0.80 0.00
N -1.96 2.14 -0.31 0.00
C -1.78 1.55 -1.45 0.03
C -1.56 2.23 -2.71 0.00
Br -0.99 0.92 -4.02 0.00
C -1.68 3.48 -3.19 0.00
C -2.01 4.75 -2.53 0.00
C -1.63 5.09 -1.23 0.00
C -1.98 6.33 -0.70 0.00
C -2.69 7.25 -1.46 0.00
C -3.04 6.93 -2.76 0.00
C -2.69 5.71 -3.30 0.00
H -2.32 -2.20 0.90 0.00
H -3.48 -3.10 4.05 0.00
H -3.43 -1.52 5.97 0.00
H -2.59 0.79 5.64 0.00
H -1.87 1.53 3.42 0.00
H -0.05 -0.04 1.77 -0.01
H -2.50 1.97 1.57 0.00
H -1.92 0.48 -1.57 -0.02
H -1.55 3.57 -4.26 0.00
H -1.05 4.40 -0.65 0.00
H -1.67 6.58 0.31 0.00
H -2.97 8.20 -1.03 0.00
H -3.57 7.65 -3.37 0.00
H -2.95 5.47 -4.33 0.00
C -2.53 -2.25 -2.34 0.00
N -1.09 -2.53 -2.28 -0.02
C -0.86 -3.69 -1.40 0.01
C -0.60 -2.83 -3.63 0.00
C 0.87 -2.57 -3.81 0.01
C 1.54 -3.17 -4.87 0.00
C 2.86 -2.86 -5.14 0.00
C 3.53 -1.94 -4.34 0.00
C 2.86 -1.35 -3.28 0.02
C 1.53 -1.66 -3.00 -0.06
H -2.90 -2.02 -1.34 0.00
H -3.09 -3.11 -2.73 0.00
H -2.71 -1.39 -2.99 0.00
H -1.45 -4.55 -1.73 0.00
H -1.14 -3.45 -0.38 0.00
H 0.19 -3.96 -1.42 0.00
H -1.15 -2.20 -4.33 0.00
H -0.84 -3.87 -3.90 0.00
H 1.01 -3.89 -5.49 0.00
H 3.38 -3.33 -5.97 0.00
H 4.56 -1.67 -4.55 0.00
H 3.40 -0.63 -2.66 0.00
O 2.04 -0.58 6.67 0.00
N 2.65 -1.45 6.05 0.00
O 3.36 -2.28 6.61 0.00
C 2.49 -1.54 4.62 0.00
C 2.85 -2.74 4.04 0.00
C 2.69 -2.96 2.67 0.00
C 3.13 -4.14 2.03 0.00
C 2.99 -4.27 0.67 0.00
C 2.37 -3.25 -0.04 0.00
N 1.86 -2.14 0.52 0.01
C 2.06 -1.94 1.87 0.01
C 1.67 -0.76 2.47 -0.01
N 0.94 0.19 1.69 -0.01
C 1.09 1.56 2.08 0.00
C 1.52 1.88 3.31 0.00
C 1.85 0.88 4.26 0.00
C 1.97 -0.45 3.84 0.00
H 3.26 -3.52 4.66 0.00
H 3.60 -4.91 2.63 0.00
H 3.36 -5.14 0.14 0.00
H 2.28 -3.33 -1.12 0.00
H 0.79 2.30 1.34 0.00
H 1.61 2.93 3.58 0.00
H 2.08 1.15 5.27 0.00
C 2.69 3.51 -1.13 0.00
O 1.40 3.04 -1.59 0.00
C 1.12 1.78 -1.44 0.00
O 2.02 1.03 -0.94 -0.01
H 2.69 4.58 -1.29 0.00
H 3.49 3.04 -1.69 0.00
H 2.82 3.27 -0.07 0.00

---

89
Properties=species:S:1:pos:R:3:mulliken_spin:R:1 method="wB97M-V/def2-TZVPD" homo_ev="-10.64 / -10.64" charge=+1 orbital_gap_ev="6.87 / 6.38" spin_multiplicity=3 e_lumo_ev="-3.77 / -4.26"
Mo -0.59 0.25 -0.39 1.76
O -2.98 0.66 2.36 0.00
C -2.75 1.80 3.07 0.00
C -3.75 2.36 3.85 0.00
C -3.51 3.49 4.61 0.00
C -2.26 4.09 4.57 0.00
C -1.27 3.55 3.78 0.00
C -1.49 2.39 3.04 0.01
C -0.36 1.80 2.22 0.01
O -0.66 1.52 0.95 0.05
N 0.11 0.57 2.92 0.01
N 1.03 -0.12 2.21 0.02
C 2.14 -0.43 2.76 0.01
C 3.11 -1.26 2.13 -0.01
Br 2.49 -2.20 0.58 0.00
C 4.38 -1.52 2.51 0.00
C 5.16 -0.97 3.60 0.00
C 6.15 -1.79 4.15 0.00
C 6.97 -1.33 5.16 0.00
C 6.83 -0.03 5.63 0.00
C 5.84 0.79 5.11 0.00
C 5.02 0.33 4.09 0.00
H -3.94 0.49 2.32 0.00
H -4.73 1.91 3.84 0.00
H -4.29 3.90 5.22 0.00
H -2.07 4.98 5.15 0.00
H -0.31 4.03 3.72 0.00
H 0.49 2.53 2.23 -0.01
H 0.42 0.82 3.87 0.00
H 2.37 -0.12 3.78 0.00
H 4.91 -2.26 1.92 0.00
H 6.26 -2.80 3.79 0.00
H 7.71 -1.99 5.58 0.00
H 7.50 0.34 6.39 0.00
H 5.72 1.79 5.48 0.00
H 4.29 1.00 3.66 0.00
N -1.33 -1.23 1.12 -0.02
C -2.66 -1.69 0.71 0.01
C -3.39 -0.52 0.03 -0.01
O -4.60 -0.38 0.12 0.00
N -2.54 0.30 -0.61 -0.03
C -3.10 1.52 -1.15 0.01
C -1.96 2.41 -1.70 0.01
O -2.19 3.50 -2.17 0.02
O -0.79 1.88 -1.62 0.02
H -0.78 -2.02 1.46 0.00
H -1.48 -0.62 1.93 0.00
H -3.26 -2.04 1.56 0.00
H -2.57 -2.52 0.00 0.00
H -3.63 2.08 -0.37 0.00
H -3.82 1.34 -1.96 0.00
O 1.84 1.24 -0.14 0.02
N 1.26 0.35 -1.07 -0.09
C 2.05 0.13 -2.09 0.16
C 1.83 -0.77 -3.16 0.00
C 2.87 -0.93 -4.10 0.03
C 2.75 -1.76 -5.18 -0.02
C 1.56 -2.46 -5.39 0.03
C 0.53 -2.32 -4.48 -0.02
C 0.64 -1.50 -3.36 0.06
P -0.77 -1.39 -2.21 -0.13
C -1.07 -3.19 -1.97 0.00
C -0.46 -3.76 -0.86 0.02
C -0.57 -5.11 -0.60 0.00
C -1.28 -5.92 -1.47 0.00
C -1.88 -5.37 -2.59 0.00
C -1.78 -4.01 -2.84 0.00
C -2.10 -0.88 -3.34 0.03
C -3.38 -1.40 -3.23 0.00
C -4.36 -0.99 -4.12 0.00
C -4.08 -0.04 -5.08 0.00
C -2.81 0.52 -5.16 0.00
C -1.82 0.11 -4.28 0.00
H 1.65 2.15 -0.46 0.00
H 2.99 0.68 -2.10 -0.01
H 3.79 -0.37 -3.95 0.00
H 3.57 -1.88 -5.88 0.00
H 1.46 -3.11 -6.25 0.00
H -0.40 -2.86 -4.65 0.00
H 0.11 -3.12 -0.20 0.01
H -0.09 -5.52 0.27 0.00
H -1.37 -6.98 -1.28 0.00
H -2.43 -5.99 -3.27 0.00
H -2.29 -3.60 -3.71 0.00
H -3.61 -2.13 -2.47 0.00
H -5.35 -1.42 -4.04 0.00
H -4.85 0.27 -5.77 0.00
H -2.60 1.27 -5.89 0.00
H -0.84 0.56 -4.32 0.00

---

Asked for energy above the lowest of the compared OMol25 structures with the same formula, charge and spin across the records above, the calculation gives 10.5 95.6 31.8 kcal per mole in order.